The following is a quantum chemistry calculation of C19H13CsN7OS5Se as an isolated structure, from the Open Molecules 2025 dataset.

Structure (XYZ):
```
47
Properties=species:S:1:pos:R:3:nbo_charge:R:1
Cs 1.831 0.817 0.313 0.9097
S 6.150 -0.597 4.678 -0.2278
C 4.871 -0.968 3.677 -0.5794
S 5.035 -1.550 2.074 0.4508
C 3.330 -1.708 1.633 -0.4489
C 2.457 -1.347 2.617 -0.4462
S 0.714 -1.288 2.612 -0.5471
S 3.221 -0.805 4.112 0.4521
S 3.042 -2.234 -0.003 -0.5425
Se 1.882 -5.428 -2.013 0.8827
N 1.894 -3.844 -2.843 -0.6255
C 1.029 -3.097 -2.221 0.2223
C 0.766 -1.708 -2.579 -0.1281
C 1.501 -1.050 -3.561 -0.1160
C 1.204 0.264 -3.853 -0.2667
C 0.173 0.880 -3.149 0.0465
N -0.531 0.270 -2.208 -0.4792
C -0.245 -1.006 -1.913 0.2601
C -0.991 -1.636 -0.798 0.1558
N -1.900 -0.882 -0.171 -0.4354
C -2.509 -1.398 0.884 0.0561
C -2.266 -2.678 1.370 -0.2350
C -1.347 -3.462 0.713 -0.0914
C -0.697 -2.943 -0.402 -0.0760
C 0.299 -3.713 -1.137 0.1325
N 0.573 -4.960 -0.891 -0.5957
H 2.302 -1.582 -4.057 0.2391
H 1.759 0.816 -4.598 0.2198
H -0.081 1.918 -3.336 0.2023
H -3.224 -0.753 1.385 0.1772
H -2.765 -3.030 2.262 0.2198
H -1.092 -4.454 1.059 0.2372
C -3.277 3.704 1.495 -0.4118
N -2.053 3.910 0.756 -0.4203
C -0.908 4.584 1.336 -0.3282
C 0.235 4.054 0.460 0.6460
O 1.397 4.383 0.574 -0.6089
N -0.268 3.130 -0.420 -0.6550
C -1.564 3.026 -0.162 0.6416
N -2.337 2.135 -0.781 -0.7950
H -3.520 4.618 2.033 0.2139
H -3.195 2.884 2.217 0.1978
H -4.103 3.501 0.813 0.2023
H -0.744 4.290 2.377 0.2193
H -0.981 5.670 1.277 0.2174
H -1.839 1.367 -1.252 0.4688
H -3.228 1.899 -0.381 0.3889
```

E_LUMO ... 1.7 eV
ΔE to the lowest compared entry with this formula, charge and spin ... 2.4 kcal/mol
Total charge ... -1
HOMO energy ... -3.1 eV
HOMO-LUMO gap ... 4.760 eV